The following is a quantum chemistry calculation of a molecular structure, C45H37N7O6P2RuS, from the Open Molecules 2025 dataset.

Output
- <S²>: 6.051
- Net charge: +2
- Spin multiplicity: 5
- Gap between HOMO and LUMO (alpha / beta): 6.80 / 5.18 eV

The geometry in XYZ format:
```
99
Properties=species:S:1:pos:R:3:forces:R:3:mulliken_charge:R:1
Ru 0.1798 1.1878 0.3483 1.7 0.3 0.9 0.510
N 1.5715 2.8249 4.1991 0.0 0.0 0.1 -0.404
C 1.0176 2.4306 3.0514 -0.1 -0.4 -0.5 0.756
S 1.8963 1.2719 2.0855 -0.4 0.0 -0.6 -0.484
N -0.1430 2.9303 2.7182 -0.2 0.5 0.9 -1.283
N -0.6686 2.5372 1.5500 -0.2 0.3 -0.5 1.406
C -1.6877 3.2382 1.0681 0.5 -0.2 0.5 0.358
C -2.3073 4.3573 1.7751 -0.1 0.2 0.1 -0.162
C -2.4982 5.5726 1.1044 0.1 -0.2 0.0 -0.328
C -3.0236 6.6616 1.7745 0.0 0.1 0.0 -0.927
C -3.3894 6.5496 3.1088 0.0 -0.1 -0.1 -0.456
C -3.2248 5.3408 3.7748 -0.1 0.0 0.0 -0.809
C -2.6783 4.2543 3.1206 -0.1 -0.1 -0.1 -0.112
C -2.0553 2.8952 -0.3023 -0.2 -0.1 -0.3 0.187
C -3.2015 3.3492 -0.9435 0.1 0.0 0.2 -0.686
C -3.4132 3.0155 -2.2719 0.1 -0.1 -0.1 -0.783
C -2.4749 2.2325 -2.9307 -0.2 0.1 0.0 -1.231
C -1.3808 1.7715 -2.2236 0.0 0.0 -0.1 -0.099
N -1.1837 2.0787 -0.9396 -0.2 -0.2 -0.3 0.293
H 2.5073 2.5402 4.4275 0.0 0.0 0.0 0.236
H 1.1474 3.5767 4.7189 0.0 0.0 0.0 0.246
H -2.1865 5.6757 0.0726 0.0 0.0 0.0 0.607
H -3.1437 7.6023 1.2547 0.0 0.0 0.0 0.422
H -3.8070 7.4026 3.6263 0.0 0.0 0.0 0.428
H -3.5255 5.2489 4.8098 0.0 0.0 0.0 0.438
H -2.5682 3.3108 3.6355 0.1 0.0 0.0 0.539
H -3.9076 3.9556 -0.3952 0.0 0.0 0.0 0.691
H -4.2926 3.3750 -2.7886 0.0 0.0 0.0 0.496
H -2.5933 1.9743 -3.9733 0.0 0.0 0.0 0.560
H -0.6239 1.1584 -2.6949 0.0 0.0 0.1 0.433
C -2.6787 -0.8997 0.2947 -0.3 -0.1 -0.1 -1.563
N -1.3603 -1.5821 0.3743 0.4 0.7 -0.8 1.008
P -0.4508 -1.0487 1.7979 -0.2 -0.5 0.4 0.337
C 0.5419 -2.4998 2.2616 0.0 0.2 -0.2 0.909
C 1.5990 -2.3001 3.1468 0.0 0.1 -0.1 -0.711
C 2.3476 -3.3819 3.5802 0.1 0.0 0.0 -0.706
C 2.0419 -4.6589 3.1335 0.0 0.0 0.0 -0.730
C 0.9753 -4.8585 2.2666 0.0 -0.1 0.0 -0.729
C 0.2177 -3.7845 1.8316 0.1 0.1 -0.1 -0.373
C -1.6846 -1.0949 3.1319 0.0 0.3 -0.3 0.754
C -1.7196 -0.0556 4.0558 0.1 0.1 -0.2 -0.253
C -2.5900 -0.1244 5.1345 0.0 0.0 0.1 -0.691
C -3.4261 -1.2198 5.2817 0.0 0.1 0.0 -0.674
C -3.3859 -2.2600 4.3597 0.0 -0.1 0.0 -0.801
C -2.5119 -2.2073 3.2890 0.0 0.0 0.1 -0.693
P -0.4354 -1.3560 -1.0841 -0.4 -2.0 0.0 1.163
C -1.4232 -2.1212 -2.3883 0.0 0.4 0.1 0.108
C -1.0558 -1.8376 -3.7043 0.0 0.1 0.0 -0.173
C -1.6362 -2.5413 -4.7462 0.0 0.0 0.0 -0.730
C -2.5924 -3.5117 -4.4757 0.0 0.0 0.0 -0.656
C -2.9675 -3.7814 -3.1651 -0.1 -0.1 0.1 -0.781
C -2.3928 -3.0871 -2.1137 0.1 0.0 -0.1 -0.138
C 1.0669 -2.3777 -1.0513 0.0 0.3 -0.1 1.348
C 1.0747 -3.5720 -1.7788 -0.1 -0.1 0.1 -1.035
C 2.2196 -4.3495 -1.8206 0.0 -0.1 0.0 -0.882
C 3.3710 -3.9376 -1.1688 0.0 0.0 0.0 -0.892
C 3.3762 -2.7432 -0.4594 0.0 0.0 0.0 -0.834
C 2.2383 -1.9615 -0.4142 0.0 0.1 0.2 -0.088
H -3.3888 -1.4147 0.9382 0.0 0.0 0.0 0.427
H -3.0496 -0.9185 -0.7291 0.0 0.0 0.0 0.606
H -2.6246 0.1411 0.6317 0.0 0.0 0.0 0.177
H 1.8378 -1.2998 3.4871 0.0 0.0 0.0 0.363
H 3.1759 -3.2263 4.2587 0.0 0.0 0.0 0.486
H 2.6321 -5.5034 3.4637 0.0 0.0 0.0 0.435
H 0.7299 -5.8575 1.9303 0.0 0.0 0.0 0.475
H -0.6097 -3.9422 1.1511 0.0 0.0 0.0 0.285
H -1.0601 0.7972 3.9334 -0.1 0.0 0.0 0.418
H -2.6136 0.6780 5.8599 0.0 0.0 0.0 0.478
H -4.1122 -1.2689 6.1164 0.0 0.0 0.0 0.427
H -4.0323 -3.1186 4.4843 0.0 0.0 0.0 0.462
H -2.4637 -3.0314 2.5869 0.0 0.0 0.0 0.372
H -0.2926 -1.0956 -3.9155 0.0 0.0 0.0 0.110
H -1.3300 -2.3437 -5.7645 0.0 0.0 0.0 0.512
H -3.0448 -4.0620 -5.2895 0.0 0.0 0.0 0.434
H -3.6979 -4.5517 -2.9553 0.0 0.0 0.0 0.462
H -2.6645 -3.3183 -1.0921 0.0 0.0 0.0 0.358
H 0.1924 -3.9149 -2.2980 0.0 0.0 0.0 0.385
H 2.2085 -5.2775 -2.3763 0.0 0.0 0.0 0.508
H 4.2668 -4.5422 -1.2214 0.0 0.0 0.0 0.501
H 4.2709 -2.4173 0.0538 0.0 0.0 0.0 0.554
H 2.2751 -1.0167 0.1075 0.0 -0.1 0.1 0.020
O 2.1189 2.4912 -0.7160 0.0 0.0 -0.1 -0.500
C 2.2229 1.5016 -1.4371 0.3 0.5 -0.1 -0.296
O 1.3750 0.5270 -1.3352 -0.8 0.2 0.5 1.171
C 3.2878 1.3277 -2.4691 -0.1 -0.2 -0.1 0.481
C 4.4468 2.0907 -2.4730 0.1 0.2 0.1 -0.571
C 5.3980 1.8439 -3.4468 -0.2 -0.2 0.0 -0.297
C 5.2316 0.8782 -4.4231 0.1 0.0 -0.2 -0.411
C 4.0701 0.1290 -4.3914 0.0 0.3 0.3 -0.535
C 3.1072 0.3366 -3.4251 0.0 -0.1 0.0 -0.005
N 3.8400 -0.9242 -5.3965 -0.1 -0.1 -0.1 1.055
O 2.8261 -1.5934 -5.2718 0.2 0.1 0.0 -0.606
O 4.6639 -1.0513 -6.2698 -0.1 0.0 0.1 -0.594
N 6.6517 2.6327 -3.4383 0.0 0.1 0.0 1.058
O 7.4315 2.4318 -4.3423 -0.1 0.0 0.2 -0.590
O 6.7929 3.4209 -2.5275 0.0 -0.1 -0.1 -0.598
H 4.6176 2.8624 -1.7352 0.0 0.0 0.0 0.685
H 5.9873 0.7169 -5.1784 0.0 0.0 0.0 0.641
H 2.2257 -0.2829 -3.4147 0.0 0.0 0.0 0.321
```
Positions in Å, forces in eV/Å.


The following is a quantum chemistry calculation of a molecular structure, C4H10NO7S2, from the Open Molecules 2025 dataset.

Output
- Net charge: -1
- Gap between HOMO and LUMO: 9.50 eV

The geometry in XYZ format:
```
24
Properties=species:S:1:pos:R:3:forces:R:3:mulliken_charge:R:1
C -1.0246 2.1735 -0.2382 -3.7 -1.8 -0.8 -1.468
C -1.7819 -1.7700 1.1363 3.3 -1.5 -1.5 -0.985
C -0.7202 0.9594 -1.0894 0.2 1.1 -1.0 -0.504
C -1.8379 -0.9415 -0.1678 3.8 -3.3 0.6 -0.802
N -0.5976 -0.1818 -0.2441 1.1 -0.6 0.6 0.297
O 4.2838 0.9154 0.3779 1.2 -1.4 0.0 -0.633
O 2.1482 -0.2349 0.9984 0.3 1.6 1.3 -0.275
O 2.3991 2.1792 0.8473 -1.8 0.7 0.5 -0.639
O 2.4719 0.9024 -1.2614 0.0 -0.1 1.6 -0.599
O 2.6695 -1.9460 -0.6876 0.6 0.7 -0.2 -0.628
O 1.2137 -2.4501 1.1172 -0.1 0.7 1.3 -0.657
O 0.5241 -1.0112 -0.6954 -1.4 0.5 -1.1 -0.300
S 2.8939 1.0586 0.1281 1.3 2.2 -2.2 1.203
S 1.7296 -1.4384 0.2482 -1.6 -4.6 -1.9 1.239
H -0.6188 2.0771 0.7021 0.9 -0.3 2.1 0.394
H -0.6814 3.0294 -0.6618 1.1 2.6 -1.4 0.449
H -2.1416 2.2741 -0.1772 0.8 0.1 0.4 0.334
H -0.9550 -1.3222 1.7389 -0.8 -0.3 -0.4 0.210
H -2.6423 -1.7623 1.7013 -2.2 0.0 1.1 0.451
H -1.4209 -2.8542 0.9702 -0.7 1.7 0.1 0.212
H 0.1790 1.2223 -1.6161 0.7 -0.7 0.0 0.413
H -1.4761 0.8211 -1.8817 0.0 -0.1 0.1 0.353
H -2.5486 -0.2644 -0.1320 -3.5 3.6 0.7 0.498
H -2.0659 -1.4357 -1.1130 0.3 -0.8 -0.1 0.437
```
Positions in Å, forces in eV/Å.


The following is a quantum chemistry calculation of a molecular structure, C41H57BrHgI2N7O2PS2Sb, from the Open Molecules 2025 dataset.

Output
- <S²>: 0.769
- Net charge: -2
- Spin multiplicity: 2
- Gap between HOMO and LUMO: 4.96 eV

The geometry in XYZ format:
```
115
Properties=species:S:1:pos:R:3:forces:R:3:mulliken_charge:R:1
Hg -0.0486 -0.9810 -0.2524 0.0 0.3 -0.3 4.563
C 4.6947 -2.5281 -2.2832 0.0 0.0 0.0 -0.482
C 4.7338 -3.0172 -0.9844 -0.1 0.0 0.0 -0.586
C 3.5687 -3.1776 -0.2453 0.1 0.0 0.0 -0.513
C 2.3352 -2.8205 -0.7985 -0.1 -0.1 0.1 -0.326
C 2.3063 -2.3175 -2.1025 0.0 0.0 0.0 0.166
C 3.4665 -2.1877 -2.8417 0.0 0.0 0.0 -0.719
N 1.1085 -2.9773 -0.1175 0.0 -0.1 0.3 0.289
N 1.2353 -3.5783 1.0623 0.0 0.1 0.0 -0.612
C 0.0695 -3.9444 1.6989 0.1 0.0 -0.2 -1.013
C 0.1536 -4.0782 3.1031 0.0 0.1 0.0 0.017
C -0.9587 -4.3544 3.8677 0.0 0.0 0.0 -0.468
C -2.2008 -4.5332 3.2564 0.0 0.0 0.0 -1.022
C -2.2751 -4.4846 1.8723 0.0 0.0 0.0 -0.627
C -1.1635 -4.2222 1.0695 0.0 0.0 0.0 0.558
H 5.6061 -2.4222 -2.8596 0.0 0.0 0.0 0.373
H 5.6846 -3.2892 -0.5389 0.0 0.0 0.0 0.342
H 3.5934 -3.5762 0.7581 0.0 0.0 0.0 0.386
H 1.3526 -2.0739 -2.5517 -0.1 0.0 0.0 0.102
H 3.4048 -1.8326 -3.8643 0.0 0.0 0.0 0.464
H 1.1212 -3.9106 3.5624 0.0 0.0 0.0 0.408
H -0.8681 -4.4126 4.9469 0.0 0.0 0.0 0.393
H -3.0878 -4.7279 3.8466 0.0 0.0 0.0 0.412
H -3.2363 -4.6780 1.4037 0.0 0.0 0.0 0.262
I -0.9899 -3.9289 -3.7629 0.0 -0.3 0.0 -0.373
I -0.3441 -2.8668 -7.4920 0.0 0.1 -0.1 -0.952
C -2.5425 -6.4926 -0.8526 0.0 0.0 0.0 -1.440
Sb -1.4296 -4.6747 -1.0220 0.0 0.1 0.1 2.009
C -3.1889 -3.4074 -1.1911 0.1 0.0 0.1 -1.175
C 0.4459 -5.7228 -1.2263 0.0 0.0 0.0 -1.351
H -2.6409 -6.9274 -1.8480 0.0 0.0 0.0 0.378
H -3.5331 -6.2994 -0.4415 0.0 0.0 0.0 0.396
H -1.9963 -7.1797 -0.2055 0.0 0.0 0.0 0.383
H -3.9893 -4.0473 -1.5647 0.0 0.0 0.0 0.491
H -2.9812 -2.6396 -1.9250 0.0 0.0 0.0 0.144
H -3.4508 -2.9735 -0.2231 0.0 0.0 -0.1 0.287
H 0.2675 -6.4993 -1.9692 0.0 0.0 0.0 0.457
H 0.7129 -6.1465 -0.2550 0.0 0.0 0.0 0.405
H 1.2129 -5.0425 -1.5837 0.0 -0.1 0.0 0.197
Br -0.9630 -0.4572 6.7250 0.0 0.0 0.0 -0.219
C -0.8188 -0.6596 4.8427 0.0 0.0 0.0 -0.399
C -1.9525 -0.8649 4.0890 -0.1 0.0 0.0 -0.594
C -1.7936 -1.0171 2.7165 0.0 0.0 0.0 -0.927
N -0.6044 -0.9568 2.1297 0.1 -0.1 0.0 1.275
C 0.4834 -0.7550 2.8741 0.0 -0.1 0.0 -0.580
C 0.4295 -0.6012 4.2469 0.0 0.0 0.0 -0.923
H -2.9384 -0.9051 4.5290 0.0 0.0 0.0 0.555
H -2.6457 -1.1609 2.0699 -0.1 0.0 0.0 0.265
H 1.4224 -0.7103 2.3302 0.0 0.0 0.0 0.507
H 1.3286 -0.4382 4.8239 0.0 0.0 0.0 0.549
C 1.3921 1.9218 -2.9408 0.0 0.0 -0.1 -1.786
C 1.2109 2.8589 -1.7298 0.0 0.0 0.0 2.682
C 1.7946 4.2314 -2.0757 0.0 0.0 0.0 -2.077
C -0.3097 3.0071 -1.5374 0.0 0.0 0.0 -2.288
P 1.9133 1.9378 -0.2080 -0.1 0.2 -0.1 -0.315
N 1.5084 0.4685 -0.1937 0.1 -0.3 0.4 -1.344
C 1.3574 2.8909 1.3576 0.0 0.0 0.0 3.223
C 2.1873 2.4052 2.5557 0.0 0.0 0.0 -1.876
C -0.0833 2.4565 1.6634 0.0 0.0 0.0 -1.374
C 1.4220 4.4208 1.3159 0.0 0.0 0.0 -2.218
C 3.8060 2.0486 -0.3103 0.0 -0.1 0.0 2.350
C 4.4474 3.4072 -0.0128 0.0 0.0 0.0 -1.940
C 4.2134 1.6241 -1.7292 0.1 0.0 0.0 -1.907
C 4.3939 0.9705 0.6165 0.0 0.0 0.0 -1.539
H 0.6371 2.1543 -3.6977 0.0 0.0 0.0 0.613
H 1.2713 0.8810 -2.6391 0.0 0.0 0.0 0.047
H 2.3683 2.0274 -3.4102 -0.1 0.0 0.0 0.274
H 1.2551 4.6325 -2.9418 0.0 0.0 0.0 0.512
H 2.8470 4.1737 -2.3540 0.0 0.0 0.0 0.330
H 1.6955 4.9539 -1.2645 0.0 0.0 0.0 0.267
H -0.7561 3.3041 -2.4920 0.0 0.0 0.0 0.723
H -0.5745 3.7708 -0.8063 0.0 0.0 0.0 -0.076
H -0.7688 2.0613 -1.2411 0.0 0.0 0.0 0.357
H 2.2154 1.3147 2.5933 0.0 0.1 0.0 -0.030
H 1.7129 2.7616 3.4773 0.0 0.0 0.0 0.627
H 3.2089 2.7794 2.5482 0.1 0.0 0.0 0.431
H -0.1941 1.3776 1.5540 0.0 0.1 0.0 -0.243
H -0.8165 2.9316 1.0200 0.0 0.0 -0.1 -0.668
H -0.3290 2.7260 2.6984 0.0 0.0 0.0 0.958
H 2.4211 4.7947 1.0897 0.0 0.0 0.0 0.259
H 1.1397 4.8107 2.3026 0.0 0.0 0.0 0.569
H 0.7274 4.8429 0.5906 0.0 0.0 0.0 0.205
H 4.0492 4.2042 -0.6433 0.0 0.0 0.1 0.254
H 5.5228 3.3364 -0.2141 0.0 0.0 0.0 0.519
H 4.3351 3.7102 1.0274 0.0 0.0 0.1 0.276
H 3.9854 2.3841 -2.4762 0.1 0.0 0.1 0.203
H 3.7274 0.6889 -2.0088 0.0 0.0 0.0 0.183
H 5.2963 1.4604 -1.7490 0.0 0.0 0.0 0.725
H 4.3295 1.2306 1.6714 0.0 0.0 0.0 0.251
H 5.4543 0.8394 0.3712 0.0 0.0 0.0 0.566
H 3.8779 0.0225 0.4529 0.0 0.0 0.0 0.117
N -3.6958 6.3604 -0.0087 0.0 -0.1 0.0 -0.674
C -3.9267 4.9771 0.1110 0.0 0.1 0.0 1.017
C -3.3588 4.2594 1.1630 0.1 0.0 0.0 -0.675
C -3.5816 2.9005 1.2862 0.0 0.0 0.0 0.009
C -4.3978 2.2442 0.3733 0.0 0.0 0.0 -0.523
C -4.9913 2.9556 -0.6594 0.0 0.0 0.0 -0.534
C -4.7543 4.3156 -0.7913 0.0 0.0 0.0 -0.789
S -4.6010 0.4851 0.4848 0.1 -0.1 -0.1 1.146
O -5.7209 0.1640 -0.3751 0.0 0.0 0.0 -0.732
O -4.7133 0.1733 1.8906 0.0 0.0 0.0 -0.750
N -3.2232 -0.1243 -0.0171 0.1 0.1 -0.2 0.044
C -2.8918 -0.1341 -1.3221 0.0 0.0 0.2 -0.254
S -3.9114 0.1962 -2.7084 0.0 0.0 0.1 -0.237
C -2.5836 -0.1053 -3.7763 0.0 0.0 -0.1 -0.761
C -1.4960 -0.4553 -3.0732 0.0 0.0 0.1 -1.440
N -1.6633 -0.4642 -1.7020 -0.2 -0.1 0.0 0.525
H -2.8152 6.6473 0.3916 0.0 0.0 0.0 0.240
H -3.7701 6.6908 -0.9584 0.0 0.0 0.0 0.233
H -2.7104 4.7676 1.8686 0.0 0.0 0.0 0.186
H -3.1099 2.3355 2.0827 0.0 0.0 0.0 0.471
H -5.6319 2.4348 -1.3584 0.0 0.0 0.0 0.496
H -5.2084 4.8677 -1.6077 0.0 0.0 0.0 0.326
H -2.6849 -0.0693 -4.8490 0.0 0.0 0.0 0.516
H -0.5465 -0.7470 -3.4970 0.0 0.0 0.0 0.588
```
Positions in Å, forces in eV/Å.


Across the entries above, energy relative to the best compared isomer or geometry (same formula, charge and spin) takes the values 0.702, 1.726, 0.000 eV, respectively.
Across the entries above, max |F| takes the values 2.1, 5.2, 0.5 eV Å⁻¹, respectively.